No. 1
The following is a DFT calculation (wB97M-V/def2-TZVPD) of a structure of composition C36H40FeN5O3.

```
85
Properties=species:S:1:pos:R:3:lowdin_charge:R:1
Fe -0.5987 1.3925 -0.0004 0.864
C -2.5268 1.0873 2.6488 -0.029
C -1.7702 2.2930 2.1624 -0.315
C -0.5298 2.6412 2.7013 -0.032
C 0.0951 3.8429 2.3734 -0.283
C 1.3727 4.2511 3.0477 -0.042
C -0.4982 4.6647 1.4278 -0.011
C -1.7094 4.3307 0.8273 -0.258
C -2.3484 5.2539 -0.1698 -0.032
C -2.3417 3.1500 1.2141 -0.050
H -3.2309 1.3851 3.4282 0.096
H -1.8573 0.3392 3.0736 0.085
H -3.0970 0.6277 1.8427 0.070
H -0.0819 1.9942 3.4469 0.126
H 1.1683 4.9628 3.8481 0.093
H 2.0557 4.7305 2.3480 0.078
H 1.8788 3.3955 3.4928 0.079
H -0.0066 5.5879 1.1452 0.131
H -2.7614 6.1300 0.3330 0.093
H -3.1615 4.7654 -0.7035 0.072
H -1.6230 5.6125 -0.9007 0.084
H -3.3209 2.9071 0.8267 0.118
C 2.9979 -5.7828 -0.9629 -0.060
O 2.0127 -4.7881 -0.7348 -0.094
C 0.9188 -5.1368 0.0056 -0.214
C 0.6789 -6.4003 0.5095 -0.013
C -0.4624 -6.6355 1.2707 -0.077
C -1.3394 -5.6061 1.5361 -0.083
C -1.1020 -4.3284 1.0351 -0.026
C 0.0131 -4.0837 0.2541 -0.145
N 0.3811 -2.8501 -0.3137 0.162
C -0.2804 -1.6499 -0.2589 -0.345
N -1.6283 -1.7318 -0.2950 0.157
C -2.5757 -0.7321 -0.6432 -0.188
C -2.2717 0.6120 -0.8360 -0.169
C -3.3429 1.3961 -1.3134 -0.157
C -4.6093 0.9051 -1.5326 -0.081
C -4.8951 -0.4362 -1.2711 -0.016
C -3.8768 -1.2549 -0.8368 -0.223
O -4.0055 -2.5972 -0.6025 -0.106
C -5.3107 -3.1486 -0.6388 -0.060
N 0.3646 -0.5055 -0.2569 0.049
C 1.7911 -0.5889 -0.3143 -0.251
C 2.4974 -0.8849 0.8567 -0.048
C 3.8751 -0.8702 0.9087 -0.082
C 4.5850 -0.5419 -0.2432 -0.081
C 3.9102 -0.2627 -1.4113 -0.003
C 2.5124 -0.2944 -1.4762 -0.233
O 2.0132 -0.0010 -2.7062 -0.077
C 0.7118 -0.4014 -3.1126 -0.050
H 3.7838 -5.2988 -1.5369 0.096
H 2.5826 -6.6147 -1.5356 0.100
H 3.4059 -6.1487 -0.0173 0.101
H 1.3699 -7.2048 0.3129 0.107
H -0.6486 -7.6267 1.6580 0.109
H -2.2173 -5.7767 2.1419 0.106
H -1.7896 -3.5378 1.2998 0.108
H 1.3702 -2.7945 -0.5148 0.130
H -1.9928 -2.6684 -0.4157 0.118
H -3.1647 2.4444 -1.5325 0.079
H -5.3926 1.5516 -1.9026 0.106
H -5.8925 -0.8216 -1.4215 0.107
H -5.2030 -4.1921 -0.3536 0.096
H -5.7326 -3.0970 -1.6456 0.099
H -5.9654 -2.6305 0.0669 0.102
H 1.9163 -1.1156 1.7420 0.125
H 4.3880 -1.1070 1.8291 0.105
H 5.6662 -0.5230 -0.2339 0.107
H 4.4403 -0.0270 -2.3239 0.125
H 0.6772 -0.1966 -4.1804 0.099
H -0.0817 0.1534 -2.6016 0.063
H 0.5677 -1.4736 -2.9509 0.099
N 4.8715 3.9935 -1.2985 0.156
C 3.6564 3.5002 -0.9935 -0.299
C 2.5674 3.6418 -1.8690 0.009
C 1.3518 3.1126 -1.5181 -0.108
N 1.1278 2.4513 -0.3720 -0.034
C 2.1695 2.3348 0.4715 -0.145
C 3.4175 2.8345 0.2210 0.003
H 5.0487 4.4059 -2.1963 0.114
H 5.6607 3.8274 -0.7000 0.113
H 2.6742 4.1495 -2.8164 0.119
H 0.5045 3.2102 -2.1853 0.124
H 1.9844 1.8095 1.3998 0.115
H 4.2078 2.6892 0.9431 0.125
```

The expectation value of S² is 6.01. Its spin multiplicity is 5. Its net charge is +1. The value obtained for the HOMO-LUMO gap (spin up / spin down) is 8.4317 / 7.9953 eV.

***

No. 2
The following is a DFT calculation (wB97M-V/def2-TZVPD) of a structure of composition C26H31AgN2O2S4.

```
66
Properties=species:S:1:pos:R:3:nbo_charge:R:1
Ag 12.4720 9.1284 13.1956 0.551
O 6.8825 7.4121 11.8449 -1.010
S 7.0681 6.4929 10.7240 1.290
C 7.0161 7.4313 9.1737 -0.604
C 8.1399 8.3600 8.9400 -0.415
C 8.3029 9.5084 9.9130 -0.433
C 7.2964 10.6130 9.6554 -0.617
S 7.5126 12.1273 10.6084 1.275
O 7.5125 11.8813 12.0673 -1.008
C 9.1666 12.5321 10.0769 -0.178
C 10.1853 12.5002 11.0763 -0.245
C 11.4362 12.8970 10.7212 -0.198
C 11.7120 13.1489 9.4045 -0.194
C 10.7065 13.1906 8.4143 -0.202
C 9.4003 12.8994 8.7527 -0.267
C 8.8091 6.0519 10.6826 -0.292
C 9.5585 6.3772 11.7797 -0.175
C 10.9106 6.0272 11.8450 -0.213
C 11.5178 5.5030 10.7125 -0.187
C 10.7075 5.1141 9.5944 -0.207
C 9.3480 5.3544 9.5785 -0.231
H 6.1478 7.9558 9.3100 0.223
H 6.7947 6.6961 8.3064 0.239
H 7.8915 8.7328 7.9378 0.205
H 9.1032 7.8452 8.9476 0.233
H 9.3856 9.8746 9.7364 0.223
H 8.1583 9.0592 10.8424 0.244
H 6.3174 10.1756 9.9067 0.235
H 7.2639 10.9647 8.6234 0.228
H 9.8617 12.2264 12.0552 0.244
H 12.3496 12.8922 11.3606 0.233
H 12.7448 13.4239 9.1513 0.222
H 11.0327 13.5075 7.4111 0.222
H 8.5965 13.1187 8.0836 0.221
H 9.0634 6.9615 12.4891 0.215
H 11.5774 6.4334 12.6589 0.235
H 12.6322 5.4565 10.6158 0.247
H 11.1980 4.8776 8.6584 0.217
H 8.7639 5.1412 8.6861 0.218
S 13.9838 8.0373 11.9324 -0.504
C 14.4826 9.1304 10.5605 -0.105
C 15.7575 9.7173 10.5554 -0.245
C 16.2098 10.4838 9.4544 -0.211
C 15.3388 10.6735 8.4128 -0.245
C 14.0586 10.1640 8.4660 -0.198
C 13.6383 9.4030 9.5180 -0.255
H 16.3585 9.2521 11.3485 0.226
H 17.2638 10.7131 9.3485 0.214
H 15.6557 11.1847 7.5336 0.205
H 13.3798 10.2650 7.6008 0.202
H 12.6321 8.9939 9.3973 0.211
C 9.2766 12.6537 15.3554 -0.414
N 8.8459 11.3123 15.0797 -0.392
C 7.3923 10.8924 14.8850 -0.228
C 7.4492 9.5588 14.1558 -0.233
N 8.9255 9.2796 14.1359 -0.593
C 9.6713 10.3201 14.6636 0.325
S 11.3095 10.2803 14.9944 -0.276
H 10.2919 12.6929 15.7845 0.238
H 8.6435 13.1011 16.0734 0.210
H 9.3089 13.2735 14.4554 0.206
H 6.9251 11.7122 14.2583 0.247
H 6.8630 10.7955 15.8506 0.201
H 7.0420 9.5183 13.1236 0.245
H 6.8926 8.8412 14.7251 0.205
H 9.2841 8.3212 14.2218 0.419
```

Its spin multiplicity is 1. Its net charge is 0. The value obtained for the HOMO-LUMO gap is 7.6860 eV. Its relative energy (zero: lowest compared OMol25 entry of this formula, charge and spin) is 0.2288 eV.

***

No. 3
The following is a DFT calculation (wB97M-V/def2-TZVPD) of a cluster of 2 separate species, C14H11F3NO4S in total.

```
34
Properties=species:S:1:pos:R:3:nbo_charge:R:1
C 0.4396 -0.7102 2.9012 -0.736
C 1.5052 -0.0158 2.0853 0.601
C 2.8284 -0.8438 1.9807 -0.617
C 3.9022 -0.1786 2.8409 0.591
C 4.7373 -1.1718 3.5778 -0.720
O 3.9976 1.0358 2.9009 -0.506
O 1.3563 1.0589 1.5595 -0.467
H 0.8271 -1.6409 3.3470 0.191
H 0.1106 -0.0454 3.7102 0.236
H -0.4276 -0.9069 2.2556 0.291
H 2.6786 -1.9081 2.2113 0.241
H 4.0933 -1.9053 4.0839 0.228
H 5.3709 -1.6664 2.8307 0.246
H 5.3526 -0.6368 4.3010 0.233
F 2.7720 -2.9139 -0.4486 -0.342
C 2.3505 -1.6197 -0.4652 0.844
F 2.3223 -1.1541 -1.7363 -0.308
F 1.0896 -1.6176 0.0470 -0.303
S 3.5346 -0.5613 0.4423 0.288
N -1.1179 0.6249 -0.9562 -0.675
C -2.3809 0.1024 -0.7745 0.627
O -2.7525 -0.7173 0.0593 -0.662
C -3.2636 0.6926 -1.8499 -0.143
C -2.4504 1.3838 -2.7163 -0.051
C -2.9539 1.9844 -3.8703 -0.226
C -4.3440 1.9013 -4.1172 -0.234
C -5.1892 1.2679 -3.1754 -0.237
C -4.6411 0.6477 -2.0303 -0.194
C -1.0628 1.3617 -2.1317 0.615
O -0.0975 1.9183 -2.6518 -0.639
H -2.2813 2.5043 -4.5535 0.218
H -4.7767 2.3303 -5.0310 0.198
H -6.2713 1.2534 -3.3407 0.197
H -5.2576 0.1461 -1.2854 0.215
```

Its spin multiplicity is 1. Its net charge is -1. The value obtained for the HOMO-LUMO gap is 7.0879 eV. Its relative energy (zero: lowest compared OMol25 entry of this formula, charge and spin) is 0.0000 eV.

***

Max |F| list, top to bottom, in eV Å⁻¹: 0.53 3.06 2.62